Entry 1:
Entry from the OMol25 dataset: the molecule C2H2OS2 at a distorted geometry (ωB97M-V/def2-TZVPD).

XYZ file:
```
7
Properties=species:S:1:pos:R:3:forces:R:3:nbo_charge:R:1
O -0.337 1.465 -0.121 -1.1 1.3 -0.1 -0.6289
C -0.742 0.225 -0.157 3.2 -1.3 1.2 0.0996
S -2.177 -0.407 -0.301 -1.6 -0.3 -0.4 0.0540
C 0.478 -0.713 0.081 -0.1 -2.2 1.0 -0.3553
S 1.997 -0.234 -0.335 -1.4 -0.9 0.6 0.0811
H 0.582 1.478 0.191 0.3 0.1 -0.4 0.4951
H 0.198 -1.814 0.643 0.8 3.2 -1.9 0.2545
```
Forces are in eV/Å.

Results
- LUMO energy (eV) = -1.70
- total charge = 0
- SMILES = OC(=S)C=S
- energy above the lowest of the compared OMol25 structures with the same formula, charge and spin (kcal/mol) = 28.1
- DFT total energy (eV) = -25822.522
- highest occupied orbital energy (eV) = -9.2376
- gap between HOMO and LUMO (eV) = 7.541

---

Entry 2:
Entry from the OMol25 dataset: a cluster of 2 separate species, C2H2OS2 in total at a distorted geometry (ωB97M-V/def2-TZVPD).

XYZ file:
```
7
Properties=species:S:1:pos:R:3:forces:R:3:nbo_charge:R:1
O 1.447 -1.385 -0.664 -0.5 0.1 -0.5 -0.4172
C 0.301 -1.183 -0.846 -0.3 0.0 0.9 0.5572
C -0.973 -0.955 -0.807 -1.5 0.2 -0.4 -0.4178
S -2.568 -0.691 -0.813 2.2 -0.4 -0.1 0.2734
S 0.052 1.721 1.287 2.5 -1.2 -1.4 -0.3273
H 0.821 1.782 0.034 -1.3 -0.1 2.2 0.1667
H 0.920 0.710 1.810 -1.2 1.4 -0.7 0.1650
```
Forces are in eV/Å.

Results
- LUMO energy (alpha / beta) (eV) = -2.14 / -2.16
- total charge = 0
- SMILES = O=C=C=S.S
- energy above the lowest of the compared OMol25 structures with the same formula, charge and spin (kcal/mol) = 58.6
- DFT total energy (eV) = -25821.201
- highest occupied orbital energy (alpha / beta) (eV) = -8.7256 / -8.6775
- gap between HOMO and LUMO (alpha / beta) (eV) = 6.582 / 6.520

---

Entry 3:
Entry from the OMol25 dataset: a structure of composition C2H2P2 at a distorted geometry (ωB97M-V/def2-TZVPD).

XYZ file:
```
6
Properties=species:S:1:pos:R:3:forces:R:3:nbo_charge:R:1
C -0.049 -1.190 -0.154 -2.2 0.1 -0.2 -0.6993
C -0.496 0.570 -0.048 -2.3 -3.1 2.9 -0.8069
P -1.741 -0.738 -0.230 2.6 0.2 0.1 0.6967
P 0.689 -0.102 1.065 2.3 0.9 -1.2 0.6595
H 1.947 0.305 0.210 -1.4 -0.5 1.3 -0.0543
H -0.350 1.154 -0.843 1.0 2.3 -2.9 0.2042
```
Forces are in eV/Å.

Results
- LUMO energy (eV) = -0.82
- total charge = 0
- energy above the lowest of the compared OMol25 structures with the same formula, charge and spin (kcal/mol) = 49.7
- DFT total energy (eV) = -20679.077
- highest occupied orbital energy (eV) = -8.8877
- gap between HOMO and LUMO (eV) = 8.066

---

Entry 4:
Entry from the OMol25 dataset: a structure of composition C2H2P2S2 at a distorted geometry (ωB97M-V/def2-TZVPD).

XYZ file:
```
8
Properties=species:S:1:pos:R:3:forces:R:3:nbo_charge:R:1
C -0.952 1.223 0.284 -1.4 1.8 0.8 -0.8893
C -0.573 -1.415 0.345 3.9 -3.6 -3.1 -0.6091
P -0.026 1.300 -1.060 1.5 1.2 -0.6 0.4684
P 0.851 -0.667 -0.636 0.8 -1.3 2.4 0.5225
S 2.104 -1.192 1.196 -1.6 1.1 -2.8 -0.4562
S -1.339 -0.280 1.018 -2.9 1.8 3.1 0.6229
H -1.563 2.030 0.782 0.8 -0.6 -1.1 0.2746
H 1.498 -0.999 -1.928 -1.0 -0.4 1.2 0.0661
```
Forces are in eV/Å.

Results
- LUMO energy (alpha / beta) (eV) = -2.08 / -2.08
- total charge = 0
- energy above the lowest of the compared OMol25 structures with the same formula, charge and spin (kcal/mol) = 118.1
- DFT total energy (eV) = -42349.300
- highest occupied orbital energy (alpha / beta) (eV) = -8.3986 / -8.3994
- gap between HOMO and LUMO (alpha / beta) (eV) = 6.316 / 6.317

---

Entry 5:
Entry from the OMol25 dataset: the molecule C2H2S3 at a distorted geometry (ωB97M-V/def2-TZVPD).

XYZ file:
```
7
Properties=species:S:1:pos:R:3:forces:R:3:nbo_charge:R:1
S 2.238 -0.467 -0.047 0.7 -0.2 -0.3 0.1500
C 0.730 -0.956 -0.100 -1.1 1.9 0.7 -0.3563
C -0.495 0.060 -0.146 3.1 -0.9 0.4 -0.3850
S -1.847 -0.765 -0.049 -1.9 0.6 0.0 0.1263
S 0.078 1.760 -0.067 -0.4 -1.2 -0.2 0.1098
H 0.384 -1.952 0.172 0.1 -0.1 -0.5 0.2198
H -1.088 2.320 0.238 -0.5 -0.1 -0.1 0.1355
```
Forces are in eV/Å.

Results
- LUMO energy (eV) = -1.55
- total charge = 0
- SMILES = S=CC(=S)S
- energy above the lowest of the compared OMol25 structures with the same formula, charge and spin (kcal/mol) = 18.3
- DFT total energy (eV) = -34610.310
- highest occupied orbital energy (eV) = -8.9360
- gap between HOMO and LUMO (eV) = 7.387

---

Entry 6:
Entry from the OMol25 dataset: a cluster of 14 separate species, C2H30NO15 in total at a distorted geometry (ωB97M-V/def2-TZVPD).

XYZ file:
```
48
Properties=species:S:1:pos:R:3:forces:R:3:nbo_charge:R:1
O 0.571 -1.069 1.323 0.6 -0.2 0.0 -0.8199
C 1.208 -0.202 0.670 -0.6 0.2 -0.5 0.8186
O 0.748 0.414 -0.333 0.7 -0.7 -0.2 -0.8276
C 2.572 0.266 1.184 -0.9 0.5 -0.6 -0.3338
N 2.561 1.735 1.163 1.5 -0.3 0.9 -0.8764
H 2.677 -0.242 2.138 0.3 0.7 0.4 0.2112
H 3.391 -0.027 0.539 -0.1 -0.7 -0.2 0.1938
H 2.427 2.177 2.050 -0.5 0.1 0.2 0.3755
H 2.012 2.120 0.421 -0.6 -0.1 0.2 0.3763
H -2.546 -1.838 -3.186 0.1 0.0 -0.4 0.4777
H -1.765 -2.210 -2.008 0.2 -0.1 -0.1 0.5021
O -1.703 -2.270 -2.980 -0.6 -0.4 0.2 -0.9595
H -1.895 -1.370 2.788 -0.9 -0.2 0.2 0.4839
H -0.941 -1.467 1.723 -0.3 0.0 -0.9 0.5062
O -1.916 -1.614 1.854 0.7 0.3 1.2 -1.0311
H 2.752 2.038 -1.264 0.1 0.4 0.6 0.5016
H 4.148 1.478 -0.697 -0.6 0.6 0.6 0.4831
O 3.549 1.544 -1.439 1.0 -0.6 -1.5 -0.9878
H -3.174 3.152 1.803 -0.2 -0.2 -0.5 0.4765
H -1.655 3.454 1.896 -0.1 -0.3 -0.3 0.4938
O -2.464 3.343 2.407 0.2 0.6 0.8 -0.9624
H -0.638 1.066 2.491 0.2 0.0 -0.2 0.4850
H -1.258 2.080 3.394 0.1 0.0 0.0 0.4835
O -0.426 1.601 3.266 -0.2 -0.1 0.2 -0.9774
H -0.712 1.110 -0.304 0.0 0.3 0.7 0.5082
H -1.954 2.055 -0.281 -0.2 0.0 -0.1 0.4612
O -1.411 1.503 0.286 -0.2 0.1 -0.4 -1.0093
H 0.183 -0.166 -2.087 -0.2 0.3 -0.3 0.4939
H -0.559 -1.007 -3.135 -0.1 0.8 0.0 0.4982
O -0.250 -0.083 -2.964 0.3 -0.6 0.4 -1.0394
H 1.814 1.347 -2.523 -0.5 -0.5 -0.3 0.4868
H 0.423 1.926 -2.966 0.1 -0.7 0.1 0.4956
O 1.325 2.146 -2.726 0.4 1.3 0.0 -0.9795
H -1.642 -3.236 0.539 -0.1 0.1 0.3 0.4700
H -0.155 -2.949 0.434 0.1 0.2 0.0 0.4858
O -0.798 -3.667 0.421 0.4 -0.6 -0.4 -0.9610
H 0.453 -1.936 3.771 0.1 -0.1 -0.6 0.4835
H 0.094 -3.309 3.073 0.1 0.5 -0.3 0.4889
O 0.203 -2.852 3.912 -0.2 -0.4 0.9 -0.9712
H 3.655 -1.003 -2.701 -0.1 0.4 0.1 0.4769
H 4.616 -0.313 -1.697 -0.4 0.4 -0.3 0.4760
O 4.304 -1.158 -2.012 0.4 -1.0 0.1 -0.9530
H -1.854 -0.582 -0.235 -0.2 0.5 -0.2 0.5103
H -2.757 -1.671 0.137 -0.4 0.5 -0.1 0.5017
O -2.603 -1.070 -0.613 0.3 -0.7 0.3 -1.0005
H -3.559 -0.103 -1.822 -0.3 0.0 0.1 0.4988
H -3.122 0.531 -3.094 0.2 0.2 -0.3 0.4666
O -3.927 0.325 -2.618 0.1 -0.2 0.2 -0.9815
```
Forces are in eV/Å.

Results
- LUMO energy (eV) = 2.60
- total charge = -1
- energy above the lowest of the compared OMol25 structures with the same formula, charge and spin (kcal/mol) = 0.0
- DFT total energy (eV) = -34767.505
- highest occupied orbital energy (eV) = -6.3078
- gap between HOMO and LUMO (eV) = 8.904

---

Entry 7:
Entry from the OMol25 dataset: a cluster of 13 separate species, C2H31N2O12 in total at a distorted geometry (ωB97M-V/def2-TZVPD).

XYZ file:
```
47
Properties=species:S:1:pos:R:3:forces:R:3:nbo_charge:R:1
C 0.083 -2.333 -0.783 0.2 -1.1 1.2 -0.4208
N 0.913 1.199 -0.078 -1.9 -2.0 -2.0 -0.7690
C 0.316 0.094 -0.635 1.6 0.8 1.9 0.3896
N 0.659 -1.121 -0.208 -0.4 1.1 -1.0 -0.5579
H 0.628 -3.232 -0.386 -0.3 1.0 -0.5 0.2280
H 0.129 -2.299 -1.847 0.2 -0.3 -0.5 0.2264
H -0.957 -2.424 -0.485 0.0 -0.1 0.1 0.2227
H 1.530 1.093 0.707 0.2 0.2 0.3 0.4278
H 0.508 2.099 -0.321 0.4 0.0 0.3 0.4425
H -0.453 0.249 -1.421 1.0 -0.2 0.7 0.2768
H 1.382 -1.264 0.500 -0.2 0.3 -0.2 0.4371
H 2.616 -2.356 -3.767 0.8 -0.8 -1.4 0.4878
H 2.729 -1.843 -2.334 -0.2 0.1 -0.4 0.5193
O 2.108 -1.945 -3.104 -0.5 0.7 1.6 -0.9989
H -2.867 -0.876 1.632 -0.3 -0.2 1.0 0.5017
H -3.846 -0.965 2.832 -1.1 0.1 0.3 0.4831
O -2.951 -1.132 2.592 1.1 -0.1 -1.0 -0.9869
H -1.509 2.840 -0.679 0.2 1.3 0.3 0.5083
H -2.751 2.612 -1.674 0.9 -0.2 0.7 0.5032
O -2.023 2.196 -1.162 -1.3 -1.0 -1.2 -1.0025
H 4.736 -1.368 -1.131 1.5 0.5 0.0 0.4893
H 3.524 -1.521 -0.171 0.5 0.0 -0.3 0.5069
O 3.852 -1.664 -1.086 -1.8 -0.5 0.3 -0.9869
H 0.800 0.512 2.766 -1.1 -0.1 0.1 0.5191
H 2.092 0.989 3.486 -0.1 -0.1 -0.4 0.5014
O 1.756 0.582 2.672 1.3 0.3 0.4 -1.0076
H -0.124 -0.123 -4.316 0.1 0.2 -0.7 0.4952
H 0.723 -1.017 -3.332 -0.2 0.4 -0.4 0.5212
O -0.093 -0.452 -3.428 0.3 -0.5 0.7 -1.0133
H -0.376 4.758 0.143 0.0 0.3 0.0 0.4997
H -0.771 3.652 1.177 -0.1 0.2 0.7 0.5175
O -0.456 3.815 0.272 0.3 -0.4 -0.6 -1.0084
H 2.636 -0.762 2.024 -0.1 0.4 0.4 0.5166
H 3.420 -2.077 2.021 0.8 -1.4 1.1 0.4986
O 3.016 -1.455 1.460 -0.8 0.9 -1.1 -0.9942
H -1.199 0.311 1.636 -0.5 -0.4 -2.3 0.5025
H -1.544 -0.027 3.012 0.3 0.2 -0.1 0.5296
O -0.904 0.525 2.495 0.4 0.0 2.7 -1.0140
H -3.003 -1.505 -2.670 0.8 0.1 0.8 0.4946
H -1.513 -1.145 -2.704 0.7 0.3 -0.6 0.5075
O -2.207 -1.412 -2.095 -2.0 -0.4 -0.6 -1.0022
H -1.296 2.204 2.690 0.0 -1.0 -0.2 0.4965
H -1.140 3.391 3.492 2.0 2.3 6.5 0.4669
O -1.394 3.157 2.699 -2.0 -1.1 -6.2 -0.9565
H -2.266 -0.671 -0.497 -0.2 -1.4 -1.5 0.5116
H -2.314 0.788 -0.224 -0.1 0.2 0.2 0.5201
O -2.201 -0.077 0.228 -0.2 1.2 1.2 -1.0298
```
Forces are in eV/Å.

Results
- LUMO energy (eV) = -2.21
- total charge = +1
- energy above the lowest of the compared OMol25 structures with the same formula, charge and spin (kcal/mol) = 0.0
- DFT total energy (eV) = -30124.432
- highest occupied orbital energy (eV) = -13.2413
- gap between HOMO and LUMO (eV) = 11.036

---

Entry 8:
Entry from the OMol25 dataset: a structure of composition C2H32BeO16 at a distorted geometry (ωB97M-V/def2-TZVPD).

XYZ file:
```
51
Properties=species:S:1:pos:R:3:forces:R:3:nbo_charge:R:1
Be 5.324 -26.838 -11.512 0.0 0.5 -0.9 1.7089
O 4.628 -28.171 -11.834 -0.7 0.0 0.6 -1.0729
C 5.706 -29.023 -11.700 -0.9 -2.3 -1.5 -0.0976
C 6.771 -28.447 -12.579 -0.6 0.9 0.5 -0.1336
O 6.840 -27.148 -11.923 1.1 -0.5 -0.9 -1.0909
H 5.388 -30.067 -11.833 0.1 -0.1 -0.8 0.1601
H 6.093 -29.096 -10.727 0.7 0.5 1.6 0.1315
H 6.398 -28.376 -13.632 0.4 0.1 0.6 0.1689
H 7.705 -29.022 -12.557 0.2 0.1 0.2 0.1489
O 9.522 -26.800 -10.972 1.0 -0.4 0.7 -0.9444
H 10.104 -27.563 -10.832 0.1 0.5 -0.1 0.4575
H 8.797 -27.171 -11.465 -1.0 0.2 -0.4 0.4797
O 2.397 -26.762 -11.246 -0.4 -1.0 1.1 -0.9341
H 2.296 -26.106 -10.560 -0.2 0.3 0.1 0.4698
H 2.352 -27.627 -10.778 -0.1 0.9 -0.7 0.4835
O 7.774 -28.402 -9.075 0.1 -0.5 1.1 -0.9716
H 8.709 -28.371 -8.825 -0.4 0.2 -0.2 0.4843
H 7.732 -28.278 -10.015 0.1 0.6 -0.7 0.4827
O 4.758 -25.524 -12.430 -0.4 -0.5 1.4 -1.0330
H 5.135 -24.662 -12.338 0.5 0.7 0.0 0.4996
H 4.738 -25.763 -13.380 -0.4 -0.3 -0.7 0.5456
O 7.384 -25.242 -13.814 -0.3 1.3 -0.9 -0.9979
H 8.209 -25.476 -14.227 0.6 -0.2 0.1 0.4912
H 7.292 -25.802 -13.043 0.0 -1.1 0.9 0.5136
O 2.237 -29.861 -11.905 -1.3 0.3 -0.9 -0.9754
H 2.874 -29.176 -11.810 1.0 2.0 -0.6 0.4722
H 2.765 -30.477 -11.435 0.3 -2.1 1.0 0.4792
O 7.442 -24.356 -11.077 -0.2 0.0 0.3 -0.9485
H 8.186 -24.611 -11.635 0.1 -0.2 0.1 0.4920
H 7.111 -23.564 -11.499 0.0 0.4 -0.2 0.4612
O 3.502 -29.137 -14.378 0.6 0.7 -2.7 -0.9539
H 2.973 -29.692 -13.860 -1.6 -1.3 1.4 0.4939
H 4.261 -28.988 -13.851 1.2 0.4 1.1 0.4693
O 4.984 -26.465 -9.892 -0.6 -0.3 2.5 -0.9849
H 5.007 -25.598 -9.478 0.4 0.4 -0.4 0.5141
H 4.729 -27.037 -9.111 0.6 0.4 -1.8 0.5229
O 3.244 -31.023 -9.777 -0.5 -2.7 -1.2 -0.9490
H 4.011 -30.548 -9.581 2.2 1.1 0.9 0.4869
H 2.492 -30.560 -9.508 -1.7 1.2 0.7 0.4691
O 9.364 -27.238 -13.854 0.1 -0.1 -0.8 -0.9319
H 9.312 -27.341 -14.812 0.5 0.2 -0.2 0.4654
H 8.701 -27.883 -13.613 -0.3 -0.2 0.6 0.4696
O 2.487 -26.643 -13.933 -0.8 1.5 -0.6 -0.9976
H 2.505 -26.642 -12.979 0.0 -0.3 0.3 0.4807
H 2.969 -27.396 -14.244 0.2 -0.9 -0.1 0.4814
O 5.190 -26.192 -14.827 0.2 -0.4 -0.8 -0.9676
H 5.274 -26.921 -15.448 -0.7 -0.1 0.0 0.4872
H 6.116 -25.956 -14.657 0.5 0.6 0.1 0.4932
O 5.741 -30.582 -8.842 -1.5 1.3 1.9 -0.9319
H 5.824 -29.668 -8.482 0.2 -1.0 -0.1 0.4795
H 6.380 -30.565 -9.513 1.6 -0.2 -1.5 0.4734
```
Forces are in eV/Å.

Results
- LUMO energy (eV) = -0.71
- total charge = 0
- DFT total energy (eV) = -35757.991
- highest occupied orbital energy (eV) = -9.3957
- gap between HOMO and LUMO (eV) = 8.685